Entry 1:
Molecular formula: C33H52BrNO15P4
Method: DFT, ωB97M-V/def2-TZVPD

Structure (SMILES): CCCOc1c(Cc2ccccc2)c(P(N)O)c(CP(=O)(O)O)c2c1C(=O)C(Br)=CC2=O.CCOP(=O)(OCC)OCC.CCOP(=O)(OCC)OCC
LUMO level, eV: -2.38
E_tot, eV: -174438.748
Charge: 0

Each atom is followed by the atoms it is bonded to, with distances in Å.
Atoms and positions in Å:
1 C -5.956 3.285 -5.347  C2 1.669, H33 1.186, H34 1.170, H35 1.180
2 C -6.769 2.739 -3.996  C1 1.669, C3 1.639, H36 1.190, H37 1.170
3 C -5.766 2.868 -2.706  C2 1.639, O4 1.470, H38 1.194, H39 1.184
4 O -5.562 1.627 -1.944  C3 1.470, C5 1.471
5 C -4.269 0.990 -2.241  O4 1.471, C6 1.673, C25 1.673
6 C -2.796 1.699 -1.884  C5 1.673, C7 1.653, C14 1.673
7 C -2.667 3.163 -1.128  C6 1.653, C8 1.673, H40 1.171, H41 1.183
8 C -2.524 2.800 0.498  C7 1.673, C9 1.652, C13 1.639
9 C -3.915 2.479 1.328  C8 1.652, C10 1.672, H42 1.189
10 C -3.885 2.061 2.946  C9 1.672, C11 1.653, H43 1.188
11 C -2.442 1.939 3.743  C10 1.653, C12 1.665, H44 1.182
12 C -1.035 2.287 2.924  C11 1.665, C13 1.670, H45 1.172
13 C -1.102 2.705 1.308  C8 1.639, C12 1.670, H46 1.170
14 C -1.349 0.957 -2.272  C6 1.673, P15 1.948, C18 1.672
15 P 0.327 1.864 -1.866  C14 1.948, N16 1.789, O17 1.773
16 N 1.117 2.437 -3.365  P15 1.789, H47 1.043, H48 1.043
17 O 1.322 0.653 -1.038  P15 1.773, H49 1.022
18 C -1.366 -0.552 -2.994  C14 1.672, C19 1.648, C24 1.672
19 C 0.083 -1.262 -3.331  C18 1.648, P20 1.942, H50 1.172, H51 1.189
20 P 0.451 -2.497 -1.878  C19 1.942, O21 1.607, O22 1.752, O23 1.742
21 O 1.960 -2.301 -1.362  P20 1.607
22 O 0.375 -4.120 -2.534  P20 1.752, H52 1.004
23 O -0.615 -2.296 -0.515  P20 1.742, H53 1.002
24 C -2.825 -1.302 -3.318  C18 1.672, C25 1.673, C31 1.661
25 C -4.260 -0.520 -2.959  C5 1.673, C24 1.673, C26 1.666
26 C -5.666 -1.341 -3.315  C25 1.666, O27 1.359, C28 1.672
27 O -6.893 -0.759 -3.279  C26 1.359
28 C -5.694 -2.969 -3.695  C26 1.672, Br29 2.010, C30 1.488
29 Br -7.365 -4.084 -3.761  C28 2.010
30 C -4.397 -3.638 -3.982  C28 1.488, C31 1.672, H54 1.192
31 C -2.940 -2.818 -3.986  C24 1.661, C30 1.672, O32 1.344
32 O -1.910 -3.496 -4.519  C31 1.344
33 H -4.807 2.997 -5.292  C1 1.186
34 H -6.087 4.441 -5.477  C1 1.170
35 H -6.411 2.758 -6.299  C1 1.180
36 H -7.747 3.405 -3.870  C2 1.190
37 H -7.134 1.655 -4.240  C2 1.170
38 H -6.225 3.708 -1.992  C3 1.194
39 H -4.735 3.314 -3.076  C3 1.184
40 H -3.623 3.834 -1.208  C7 1.171
41 H -1.766 3.822 -1.521  C7 1.183
42 H -4.959 2.532 0.762  C9 1.189
43 H -4.874 1.823 3.560  C10 1.188
44 H -2.373 1.617 4.878  C11 1.182
45 H -0.035 2.181 3.525  C12 1.172
46 H -0.076 2.923 0.791  C13 1.170
47 H 0.465 2.472 -4.179  N16 1.043
48 H 2.001 1.925 -3.581  N16 1.043
49 H 1.212 0.906 -0.055  O17 1.022
50 H 0.990 -0.521 -3.355  C19 1.172
51 H 0.100 -1.833 -4.374  C19 1.189
52 H 0.644 -4.019 -3.496  O22 1.004
53 H -0.694 -1.324 -0.284  O23 1.002
54 H -4.422 -4.805 -4.221  C30 1.192
55 O 4.672 3.267 -0.772  P56 1.548
56 P 5.606 2.537 -1.768  O55 1.548, O57 1.660, O60 1.665, O63 1.730
57 O 6.039 1.378 -0.660  P56 1.660, C58 1.421
58 C 5.016 0.519 -0.174  O57 1.421, C59 1.516, H66 1.094, H67 1.095
59 C 4.713 -0.584 -1.168  C58 1.516, H68 1.094, H69 1.094, H70 1.093
60 O 6.861 3.606 -1.539  P56 1.665, C61 1.420
61 C 6.588 4.993 -1.397  O60 1.420, C62 1.519, H71 1.095, H72 1.095
62 C 6.694 5.388 0.066  C61 1.519, H73 1.091, H74 1.094, H75 1.095
63 O 6.651 1.721 -2.880  P56 1.730, C64 1.427
64 C 8.002 1.394 -2.559  O63 1.427, C65 1.518, H76 1.093, H77 1.094
65 C 8.150 -0.089 -2.273  C64 1.518, H78 1.093, H79 1.094, H80 1.094
66 H 4.108 1.084 0.056  C58 1.094
67 H 5.372 0.082 0.765  C58 1.095
68 H 4.469 -0.174 -2.152  C59 1.094
69 H 3.873 -1.193 -0.822  C59 1.094
70 H 5.579 -1.239 -1.296  C59 1.093
71 H 5.609 5.249 -1.814  C61 1.095
72 H 7.337 5.541 -1.977  C61 1.095
73 H 6.074 4.757 0.705  C62 1.091
74 H 6.394 6.430 0.212  C62 1.094
75 H 7.724 5.270 0.419  C62 1.095
76 H 8.399 1.973 -1.721  C64 1.093
77 H 8.599 1.647 -3.441  C64 1.094
78 H 7.787 -0.331 -1.271  C65 1.093
79 H 9.203 -0.383 -2.313  C65 1.094
80 H 7.580 -0.693 -2.984  C65 1.094
81 O -0.935 -2.037 3.513  P82 1.548
82 P -1.262 -3.333 4.295  O81 1.548, O83 1.660, O86 1.665, O89 1.730
83 O -0.919 -2.645 5.767  P82 1.660, C84 1.421
84 C -1.732 -1.558 6.190  O83 1.421, C85 1.516, H92 1.094, H93 1.095
85 C -3.048 -2.050 6.757  C84 1.516, H94 1.094, H95 1.094, H96 1.093
86 O 0.217 -4.027 3.974  P82 1.665, C87 1.420
87 C 0.810 -3.862 2.694  O86 1.420, C88 1.519, H97 1.095, H98 1.095
88 C 1.916 -2.823 2.772  C87 1.519, H99 1.091, H100 1.094, H101 1.095
89 O -1.627 -4.781 5.169  P82 1.730, C90 1.427
90 C -0.726 -5.347 6.119  O89 1.427, C91 1.518, H102 1.093, H103 1.094
91 C -1.202 -5.094 7.538  C90 1.518, H104 1.093, H105 1.094, H106 1.094
92 H -1.909 -0.860 5.367  C84 1.094
93 H -1.177 -1.014 6.961  C84 1.095
94 H -3.569 -2.697 6.045  C85 1.094
95 H -3.698 -1.206 7.007  C85 1.094
96 H -2.884 -2.635 7.665  C85 1.093
97 H 0.060 -3.596 1.942  C87 1.095
98 H 1.235 -4.825 2.397  C87 1.095
99 H 1.567 -1.887 3.212  C88 1.091
100 H 2.322 -2.609 1.780  C88 1.094
101 H 2.729 -3.182 3.412  C88 1.095
102 H 0.301 -4.992 6.006  C90 1.093
103 H -0.720 -6.426 5.935  C90 1.094
104 H -0.983 -4.069 7.846  C91 1.093
105 H -0.687 -5.757 8.239  C91 1.094
106 H -2.282 -5.240 7.631  C91 1.094

Entry 2:
Molecular formula: C33H52Cl12O21
Method: DFT, ωB97M-V/def2-TZVPD

LUMO level, eV: -0.37
E_tot, eV: -228327.408
Charge: 0

Each atom is followed by the atoms it is bonded to, with distances in Å.
Atoms and positions in Å:
1 C -8.140 -15.159 23.319  C2 1.484, O6 1.416, H7 1.090, H8 1.090
2 C -8.661 -14.205 22.309  C1 1.484, O3 1.469, H9 1.090, H10 1.090
3 O -9.304 -15.050 21.294  C2 1.469, C4 1.399
4 C -8.874 -16.358 21.543  O3 1.399, O5 1.232, O6 1.327
5 O -9.180 -17.322 20.839  C4 1.232
6 O -8.213 -16.426 22.691  C1 1.416, C4 1.327
7 H -8.753 -15.151 24.220  C1 1.090
8 H -7.147 -14.962 23.723  C1 1.090
9 H -7.973 -13.448 21.932  C2 1.090
10 H -9.445 -13.829 22.966  C2 1.090
11 C 3.161 -15.197 23.870  C12 1.527, O16 1.461, H17 1.090, H18 1.090
12 C 4.621 -15.330 23.442  C11 1.527, O13 1.352, H19 1.090, H20 1.090
13 O 4.773 -14.397 22.476  C12 1.352, C14 1.335
14 C 3.581 -14.023 22.004  O13 1.335, O15 1.245, O16 1.318
15 O 3.439 -13.164 21.114  C14 1.245
16 O 2.596 -14.602 22.660  C11 1.461, C14 1.318
17 H 2.930 -14.532 24.701  C11 1.090
18 H 2.787 -16.220 23.818  C11 1.090
19 H 4.838 -16.266 22.927  C12 1.090
20 H 5.297 -15.180 24.283  C12 1.090
21 C -1.945 -16.487 29.651  C22 1.563, O26 1.370, H27 1.090, H28 1.090
22 C -3.308 -15.726 29.580  C21 1.563, O23 1.393, H29 1.090, H30 1.090
23 O -3.893 -16.625 28.692  C22 1.393, C24 1.365
24 C -2.969 -17.274 27.925  O23 1.365, O25 1.221, O26 1.338
25 O -3.134 -17.903 26.892  C24 1.221
26 O -1.752 -16.946 28.375  C21 1.370, C24 1.338
27 H -2.037 -17.288 30.385  C21 1.090
28 H -1.196 -15.790 30.027  C21 1.090
29 H -3.097 -14.713 29.238  C22 1.090
30 H -3.759 -15.763 30.572  C22 1.090
31 C -0.347 -23.404 25.307  C32 1.513, O36 1.415, H37 1.090, H38 1.090
32 C 0.667 -22.624 26.116  C31 1.513, O33 1.398, H39 1.090, H40 1.090
33 O 1.558 -22.175 25.138  C32 1.398, C34 1.351
34 C 0.899 -22.050 23.965  O33 1.351, O35 1.237, O36 1.357
35 O 1.324 -21.643 22.877  C34 1.237
36 O -0.290 -22.693 24.086  C31 1.415, C34 1.357
37 H -1.290 -23.332 25.849  C31 1.090
38 H -0.070 -24.440 25.109  C31 1.090
39 H 1.150 -23.430 26.669  C32 1.090
40 H 0.122 -21.867 26.681  C32 1.090
41 C -5.339 -6.941 29.529  C42 1.496, O46 1.425, H47 1.090, H48 1.090
42 C -5.534 -6.106 30.756  C41 1.496, O43 1.413, H49 1.090, H50 1.090
43 O -6.809 -5.539 30.536  C42 1.413, C44 1.342
44 C -7.448 -6.035 29.464  O43 1.342, O45 1.270, O46 1.333
45 O -8.685 -5.890 29.219  C44 1.270
46 O -6.604 -6.881 28.874  C41 1.425, C44 1.333
47 H -5.191 -7.997 29.752  C41 1.090
48 H -4.707 -6.556 28.729  C41 1.090
49 H -4.798 -5.341 31.003  C42 1.090
50 H -5.723 -6.748 31.616  C42 1.090
51 C 2.617 -9.621 33.989  C52 1.555, O56 1.411, H57 1.090, H58 1.090
52 C 2.327 -8.418 33.046  C51 1.555, O53 1.418, H59 1.090, H60 1.090
53 O 1.028 -8.633 32.519  C52 1.418, C54 1.349
54 C 0.550 -9.818 32.952  O53 1.349, O55 1.216, O56 1.399
55 O -0.513 -10.311 32.625  C54 1.216
56 O 1.465 -10.418 33.823  C51 1.411, C54 1.399
57 H 2.657 -9.548 35.075  C51 1.090
58 H 3.576 -10.078 33.744  C51 1.090
59 H 2.952 -8.382 32.154  C52 1.090
60 H 2.356 -7.442 33.531  C52 1.090
61 C -6.715 -23.585 23.071  C62 1.526, O66 1.409, H67 1.090, H68 1.090
62 C -8.091 -24.012 22.569  C61 1.526, O63 1.427, H69 1.090, H70 1.090
63 O -7.876 -24.294 21.187  C62 1.427, C64 1.303
64 C -6.637 -24.117 20.826  O63 1.303, O65 1.210, O66 1.392
65 O -6.206 -24.247 19.702  C64 1.210
66 O -5.885 -23.810 21.956  C61 1.409, C64 1.392
67 H -6.357 -24.314 23.798  C61 1.090
68 H -6.530 -22.559 23.390  C61 1.090
69 H -8.787 -23.174 22.622  C62 1.090
70 H -8.437 -24.913 23.075  C62 1.090
71 Cl -9.615 -21.492 30.770  C72 1.823
72 C -8.579 -20.146 30.111  Cl71 1.823, C73 1.570, H75 1.090, H76 1.090
73 C -9.497 -19.161 29.304  C72 1.570, Cl74 1.746, H77 1.090, H78 1.090
74 Cl -10.163 -19.918 27.879  C73 1.746
75 H -7.723 -20.505 29.538  C72 1.090
76 H -8.139 -19.619 30.958  C72 1.090
77 H -8.824 -18.386 28.937  C73 1.090
78 H -10.344 -18.685 29.797  C73 1.090
79 Cl -8.896 -11.048 34.109  C80 1.761
80 C -8.294 -12.702 34.051  Cl79 1.761, C81 1.485, H83 1.090, H84 1.090
81 C -8.949 -13.410 32.922  C80 1.485, Cl82 1.803, H85 1.090, H86 1.090
82 Cl -8.218 -12.871 31.364  C81 1.803
83 H -8.585 -13.181 34.986  C80 1.090
84 H -7.210 -12.660 33.947  C80 1.090
85 H -10.023 -13.225 32.923  C81 1.090
86 H -8.746 -14.473 33.052  C81 1.090
87 Cl -1.076 -10.393 25.469  C88 1.808
88 C -0.596 -9.573 23.930  Cl87 1.808, C89 1.560, H91 1.090, H92 1.090
89 C -1.709 -9.748 22.852  C88 1.560, Cl90 1.803, H93 1.090, H94 1.090
90 Cl -3.052 -8.601 23.213  C89 1.803
91 H 0.338 -10.017 23.587  C88 1.090
92 H -0.356 -8.526 24.114  C88 1.090
93 H -2.102 -10.763 22.788  C89 1.090
94 H -1.274 -9.564 21.869  C89 1.090
95 Cl 0.985 -16.466 38.648  C96 1.799
96 C 1.146 -15.710 37.023  Cl95 1.799, C97 1.562, H99 1.090, H100 1.090
97 C 1.889 -16.617 35.992  C96 1.562, Cl98 1.815, H101 1.090, H102 1.090
98 Cl 0.940 -18.095 35.534  C97 1.815
99 H 1.731 -14.797 37.128  C96 1.090
100 H 0.162 -15.497 36.606  C96 1.090
101 H 2.855 -16.966 36.359  C97 1.090
102 H 2.134 -16.096 35.067  C97 1.090
103 Cl 7.993 -16.034 31.059  C104 1.813
104 C 7.438 -17.755 31.199  Cl103 1.813, C105 1.546, H107 1.090, H108 1.090
105 C 6.460 -18.179 30.079  C104 1.546, Cl106 1.769, H109 1.090, H110 1.090
106 Cl 5.094 -17.056 30.119  C105 1.769
107 H 7.179 -17.878 32.250  C104 1.090
108 H 8.314 -18.401 31.141  C104 1.090
109 H 6.066 -19.184 30.228  C105 1.090
110 H 7.062 -18.127 29.172  C105 1.090
111 Cl -1.797 -18.431 17.015  C112 1.835
112 C -2.932 -18.411 18.458  Cl111 1.835, C113 1.587, H115 1.090, H116 1.090
113 C -2.552 -17.230 19.448  C112 1.587, Cl114 1.773, H117 1.090, H118 1.090
114 Cl -2.473 -15.686 18.579  C113 1.773
115 H -2.871 -19.391 18.931  C112 1.090
116 H -3.941 -18.412 18.045  C112 1.090
117 H -1.529 -17.357 19.801  C113 1.090
118 H -3.257 -17.140 20.275  C113 1.090

- What is the LUMO level in the first record?
  -2.38 eV